No. 1
# C35H31N6O4PSSc

C35H31N6O4PSSc as an isolated structure (wB97M-V/def2-TZVPD, the Open Molecules 2025 dataset).

Computed properties:
- total energy (Ha) = -3482.418143
- HOMO (eV) = -5.13
- orbital gap (eV) = 6.8

ORCA input file:
```
! RIJCOSX wB97M-V def2-TZVPD def2/J DEFGRID3
* xyz -1 1
Sc -1.27 -1.00 1.03
C 2.67 -2.28 5.87
C 2.16 -0.99 5.24
N 0.74 -1.02 4.96
C 0.21 -1.54 3.83
S -1.52 -1.51 3.69
N 1.06 -2.03 2.94
N 0.41 -2.38 1.80
C 0.90 -3.25 1.01
C 2.20 -3.95 1.22
C 0.06 -3.55 -0.17
C 0.52 -4.28 -1.26
C -0.31 -4.49 -2.34
C -1.60 -3.98 -2.32
C -1.99 -3.26 -1.20
N -1.19 -3.05 -0.16
H 3.75 -2.24 6.00
H 2.22 -2.45 6.85
H 2.42 -3.12 5.22
H 2.34 -0.13 5.90
H 2.69 -0.79 4.31
H 0.08 -0.71 5.65
H 2.50 -3.84 2.26
H 2.13 -5.01 0.97
H 2.98 -3.51 0.59
H 1.54 -4.66 -1.27
H 0.05 -5.03 -3.21
H -2.28 -4.11 -3.14
H -2.98 -2.81 -1.13
O -2.06 5.00 4.89
C -2.83 4.64 3.98
O -3.90 5.13 3.58
C -2.37 3.38 3.20
C -1.04 2.97 3.25
C -0.65 1.85 2.55
N -1.50 1.12 1.84
C -2.78 1.51 1.77
C -3.26 2.62 2.44
C -3.69 0.63 0.94
O -4.73 1.04 0.50
O -3.21 -0.57 0.72
H -0.35 3.54 3.85
H 0.38 1.50 2.57
H -4.29 2.92 2.36
N -0.24 -0.38 -0.55
P 0.15 0.52 -1.73
C -1.24 1.39 -2.54
C -2.53 1.01 -2.20
C -3.62 1.70 -2.73
C -3.42 2.75 -3.61
C -2.12 3.12 -3.96
C -1.04 2.45 -3.42
C 1.27 1.91 -1.33
C 2.58 2.02 -1.79
C 3.38 3.07 -1.37
C 2.88 4.02 -0.49
C 1.57 3.91 -0.02
C 0.78 2.86 -0.44
C 1.00 -0.41 -3.05
C 0.62 -0.39 -4.38
C 1.25 -1.21 -5.31
C 2.28 -2.05 -4.91
C 2.67 -2.07 -3.57
C 2.03 -1.27 -2.65
H -2.69 0.20 -1.50
H -4.62 1.42 -2.41
H -4.26 3.29 -4.01
H -1.97 3.95 -4.64
H -0.03 2.78 -3.66
H 2.97 1.29 -2.49
H 4.39 3.15 -1.74
H 3.51 4.84 -0.16
H 1.18 4.64 0.67
H -0.24 2.78 -0.07
H -0.19 0.26 -4.70
H 0.94 -1.19 -6.35
H 2.78 -2.68 -5.63
H 3.47 -2.73 -3.25
H 2.30 -1.31 -1.60
*
```

How positive or negative is each atom? The Löwdin charges in e answer that:
1. Sc 0.775
2. C -0.095
3. C -0.257
4. N -0.029
5. C -0.839
6. S 0.613
7. N 0.009
8. N -0.091
9. C -0.275
10. C -0.021
11. C -0.223
12. C -0.015
13. C -0.055
14. C -0.047
15. C -0.106
16. N 0.043
17. H 0.066
18. H 0.068
19. H 0.061
20. H 0.112
21. H 0.103
22. H 0.112
23. H 0.064
24. H 0.078
25. H 0.087
26. H 0.107
27. H 0.108
28. H 0.104
29. H 0.120
30. O -0.055
31. C -0.703
32. O -0.041
33. C -0.081
34. C 0.005
35. C -0.136
36. N -0.013
37. C -0.181
38. C 0.075
39. C -0.575
40. O 0.077
41. O -0.169
42. H 0.113
43. H 0.116
44. H 0.130
45. N -0.286
46. P 0.751
47. C -0.286
48. C -0.064
49. C -0.061
50. C -0.083
51. C -0.088
52. C -0.099
53. C -0.275
54. C -0.081
55. C -0.093
56. C -0.091
57. C -0.069
58. C -0.079
59. C -0.273
60. C -0.068
61. C -0.088
62. C -0.099
63. C -0.094
64. C -0.107
65. H 0.078
66. H 0.107
67. H 0.100
68. H 0.098
69. H 0.110
70. H 0.094
71. H 0.097
72. H 0.099
73. H 0.109
74. H 0.105
75. H 0.097
76. H 0.099
77. H 0.096
78. H 0.099
79. H 0.106

---

No. 2
# C35H32BrCl2F6N2O7P3Sr

C35H32BrCl2F6N2O7P3Sr as an isolated structure (wB97M-V/def2-TZVPD, the Open Molecules 2025 dataset).

Computed properties:
- total energy (Ha) = -7137.953698
- HOMO (eV) = -2.24
- orbital gap (eV) = 5.9

ORCA input file:
```
! RIJCOSX wB97M-V def2-TZVPD def2/J DEFGRID3
* xyz -2 1
Sr 0.20 -0.14 0.00
F -2.62 7.71 -1.10
C -2.04 6.54 -1.35
C -1.20 6.41 -2.43
F -0.97 7.46 -3.23
C -0.60 5.19 -2.69
F 0.20 5.16 -3.76
C -0.80 4.07 -1.89
P 0.02 2.41 -2.16
C -0.80 1.86 -3.71
C -0.70 2.50 -4.94
C -1.36 2.00 -6.05
C -2.13 0.84 -5.94
C -2.23 0.20 -4.72
C -1.56 0.70 -3.61
C 1.69 2.96 -2.62
C 2.36 3.78 -1.71
C 3.66 4.18 -1.95
C 4.32 3.75 -3.10
C 3.67 2.90 -3.98
C 2.36 2.50 -3.75
C -1.65 4.24 -0.79
Br -1.98 2.87 0.47
C -2.26 5.45 -0.53
F -3.07 5.62 0.52
H -0.09 3.39 -5.05
H -1.27 2.50 -7.01
H -2.64 0.44 -6.81
H -2.82 -0.71 -4.62
H -1.65 0.18 -2.66
H 1.87 4.08 -0.79
H 4.18 4.81 -1.23
H 5.34 4.05 -3.28
H 4.19 2.52 -4.85
H 1.88 1.79 -4.42
C 0.73 -4.62 1.62
C 1.90 -4.02 0.84
C 1.86 -4.33 -0.63
C 2.71 -5.29 -1.16
C 2.70 -5.60 -2.51
C 1.84 -4.92 -3.35
C 0.96 -3.95 -2.86
C 0.12 -3.19 -3.85
C -1.05 -4.00 -4.42
C 0.96 -3.68 -1.49
N 0.05 -2.72 -0.97
C -1.19 -3.07 -1.07
C -2.32 -2.24 -0.84
C -3.64 -2.68 -0.75
C -4.42 -1.55 -0.52
C -3.53 -0.48 -0.48
N -2.25 -0.87 -0.68
H 0.82 -4.39 2.69
H 0.70 -5.70 1.49
H -0.22 -4.20 1.29
H 2.84 -4.40 1.25
H 1.94 -2.94 0.97
H 3.40 -5.80 -0.49
H 3.38 -6.34 -2.91
H 1.85 -5.12 -4.42
H 0.77 -2.87 -4.66
H -0.25 -2.27 -3.40
H -0.69 -4.93 -4.88
H -1.58 -3.43 -5.18
H -1.77 -4.27 -3.65
H -1.43 -4.10 -1.36
H -3.97 -3.71 -0.85
H -5.49 -1.50 -0.38
H -3.76 0.57 -0.35
O -0.05 -1.58 2.31
P -0.25 -0.35 3.31
O -1.14 -0.65 4.42
O -0.76 0.82 2.34
O 1.23 0.08 3.68
P 2.31 0.52 2.39
O 1.47 1.59 1.65
O 3.57 0.94 3.03
O 2.31 -0.76 1.53
H 0.92 -1.67 2.12
H 0.07 1.41 2.15
F 1.16 0.02 -2.26
C 2.16 -0.79 -3.20
F 1.56 -0.48 -4.46
H 2.96 -0.03 -3.16
Cl 4.54 1.09 -0.84
C 4.95 -0.26 0.23
Cl 6.67 -0.74 0.05
H 4.34 -1.11 -0.04
H 4.79 0.05 1.25
*
```

How positive or negative is each atom? The Löwdin charges in e answer that:
1. Sr 1.366
2. F 0.118
3. C -0.148
4. C -0.145
5. F 0.115
6. C -0.211
7. F 0.093
8. C -0.278
9. P 1.091
10. C -0.342
11. C -0.092
12. C -0.091
13. C -0.095
14. C -0.070
15. C -0.086
16. C -0.368
17. C -0.109
18. C -0.116
19. C -0.120
20. C -0.087
21. C -0.103
22. C -0.562
23. Br 0.938
24. C -0.274
25. F 0.068
26. H 0.092
27. H 0.094
28. H 0.093
29. H 0.105
30. H 0.068
31. H 0.114
32. H 0.101
33. H 0.095
34. H 0.103
35. H 0.091
36. C -0.090
37. C -0.194
38. C -0.167
39. C -0.060
40. C -0.104
41. C -0.058
42. C -0.180
43. C -0.217
44. C -0.093
45. C -0.185
46. N 0.050
47. C -0.130
48. C -0.356
49. C -0.086
50. C -0.129
51. C -0.221
52. N -0.062
53. H 0.071
54. H 0.070
55. H 0.058
56. H 0.109
57. H 0.069
58. H 0.101
59. H 0.087
60. H 0.106
61. H 0.101
62. H 0.087
63. H 0.062
64. H 0.061
65. H 0.058
66. H 0.134
67. H 0.087
68. H 0.070
69. H 0.056
70. O -0.211
71. P 0.245
72. O -0.260
73. O -0.330
74. O -0.260
75. P 0.139
76. O -0.426
77. O -0.309
78. O -0.444
79. H 0.014
80. H -0.012
81. F -0.443
82. C -0.094
83. F -0.194
84. H -0.015
85. Cl 0.586
86. C -0.994
87. Cl 0.448
88. H 0.017
89. H -0.012

---

No. 3
# C35H32BrHgN8O4S

C35H32BrHgN8O4S as an isolated structure (wB97M-V/def2-TZVPD, the Open Molecules 2025 dataset).

Computed properties:
- total energy (Ha) = -5217.472226
- <S²> = 0.80
- HOMO (alpha / beta) (eV) = -0.22 / -1.33
- orbital gap (alpha / beta) (eV) = 4.1 / 5.2

ORCA input file:
```
! RIJCOSX wB97M-V def2-TZVPD def2/J DEFGRID3
* xyz -2 2
Hg -0.06 0.68 0.31
O 0.00 2.54 1.68
C 1.11 3.10 2.05
C 1.24 4.52 2.00
C 2.36 5.17 2.45
C 3.44 4.47 2.98
C 3.35 3.10 3.04
C 2.23 2.39 2.58
C 2.28 0.95 2.69
N 1.42 0.14 2.21
C 1.55 -1.29 2.40
C 0.18 -1.92 2.18
N -0.28 -1.59 0.86
C -0.41 -2.54 -0.01
C -0.55 -2.41 -1.41
C -3.37 -2.32 -2.68
C -2.79 -2.02 -3.93
C -1.61 -1.32 -4.20
C -0.52 -0.91 -3.43
C -0.14 -1.21 -2.09
O 0.70 -0.39 -1.52
H 0.40 5.07 1.59
H 2.40 6.26 2.38
H 4.32 4.99 3.34
H 4.18 2.52 3.45
H 3.15 0.55 3.25
H 1.95 -1.52 3.39
H 2.23 -1.69 1.64
H -0.51 -1.52 2.94
H 0.24 -3.01 2.33
H -0.39 -3.57 0.37
H -4.18 -3.07 -2.70
H -3.36 -2.36 -4.79
H -1.53 -1.03 -5.24
H 0.14 -0.19 -3.90
C -2.24 4.39 -5.54
C -0.81 4.78 -5.19
C -0.20 3.90 -4.10
N -0.71 4.30 -2.80
C -0.21 3.80 -1.66
S 1.01 2.68 -1.62
N -0.81 4.25 -0.48
C -1.64 5.33 -0.29
O -2.44 5.37 0.62
C -1.42 6.55 -1.14
C -2.52 7.32 -1.49
C -2.36 8.47 -2.24
C -1.09 8.88 -2.62
C 0.02 8.13 -2.25
C -0.14 6.96 -1.52
H -2.66 5.05 -6.31
H -2.90 4.43 -4.67
H -2.28 3.37 -5.92
H -0.77 5.82 -4.86
H -0.18 4.72 -6.08
H 0.89 3.99 -4.08
H -0.43 2.85 -4.28
H -1.68 4.59 -2.77
H -0.79 3.58 0.30
H -3.50 6.98 -1.17
H -3.22 9.06 -2.53
H -0.95 9.78 -3.20
H 1.02 8.45 -2.53
H 0.72 6.36 -1.23
Br -3.11 -6.45 -0.07
C -2.62 -4.65 -0.67
C -1.67 -4.65 -1.71
C -0.88 -3.60 -2.14
N -3.08 -1.76 -1.54
C -3.47 -2.31 -0.37
C -3.32 -3.63 0.01
H -1.60 -5.57 -2.28
H -0.48 -3.67 -3.14
H -3.85 -1.62 0.37
H -3.76 -3.91 0.96
O -2.21 1.60 -0.21
N -3.34 1.06 -0.31
C -4.22 1.67 -1.10
C -3.95 2.90 -1.76
N -3.78 3.92 -2.27
C -5.53 1.11 -1.22
N -6.60 0.71 -1.30
*
```

How positive or negative is each atom? The Löwdin charges in e answer that:
1. Hg 1.152
2. O -0.196
3. C -0.384
4. C -0.023
5. C -0.110
6. C -0.136
7. C -0.085
8. C -0.148
9. C -0.122
10. N -0.029
11. C -0.224
12. C -0.246
13. N -0.064
14. C -0.136
15. C -0.202
16. C -0.208
17. C -0.145
18. C -0.147
19. C -0.073
20. C -0.401
21. O -0.251
22. H 0.094
23. H 0.092
24. H 0.079
25. H 0.096
26. H 0.118
27. H 0.106
28. H 0.121
29. H 0.110
30. H 0.108
31. H 0.125
32. H 0.117
33. H 0.065
34. H 0.079
35. H 0.083
36. C -0.109
37. C -0.245
38. C -0.230
39. N 0.012
40. C -0.801
41. S 0.734
42. N 0.106
43. C -0.446
44. O 0.097
45. C -0.154
46. C -0.023
47. C -0.086
48. C -0.107
49. C -0.088
50. C -0.031
51. H 0.063
52. H 0.040
53. H 0.076
54. H 0.100
55. H 0.099
56. H 0.092
57. H 0.119
58. H 0.088
59. H 0.080
60. H 0.117
61. H 0.096
62. H 0.092
63. H 0.097
64. H 0.120
65. Br 0.558
66. C -0.671
67. C -0.214
68. C -0.098
69. N 0.049
70. C -0.195
71. C -0.208
72. H 0.067
73. H 0.105
74. H 0.088
75. H 0.063
76. O -0.225
77. N -0.026
78. C -0.318
79. C -0.154
80. N 0.166
81. C -0.221
82. N 0.112